Below is a molecular structure, C39H33CuN3OSSb, with properties calculated with the ωB97M-V functional and the def2-TZVPD basis.

XYZ file:
```
79
Properties=species:S:1:pos:R:3:mulliken_charge:R:1
Cu -0.2293 -0.8014 0.4176 -1.021
O 0.7178 -1.2942 1.8730 -0.505
C 0.2614 -1.4393 3.0677 1.264
C 1.2531 -1.4814 4.0943 -0.608
C 0.8894 -1.7284 5.3824 -0.470
C -0.4466 -1.8477 5.7694 -0.882
C -1.4338 -1.6500 4.8332 -1.196
C -1.1209 -1.4245 3.4433 -0.050
C -2.2117 -1.1966 2.5105 1.101
N -2.0609 -0.9113 1.2051 0.473
C -3.3240 -0.8627 0.6961 -0.212
C -4.2514 -0.9789 1.6908 -0.898
N -3.5086 -1.2415 2.8037 -0.033
H 2.3012 -1.5118 3.7250 0.430
H 1.6205 -1.7835 6.2089 0.389
H -0.7831 -2.1366 6.7248 0.479
H -2.4602 -1.6153 5.1366 0.310
H -3.4489 -0.6654 -0.3377 0.530
H -5.3115 -0.9673 1.6517 0.474
H -3.7839 -1.4827 3.7304 0.100
C 1.4570 4.3797 -2.9316 -0.444
C 2.2631 4.6321 -1.8136 -1.027
C 2.4094 3.6623 -0.8284 0.024
C 1.8669 2.4225 -0.9498 -0.280
C 1.0792 2.1615 -2.0760 0.451
C 0.8466 3.1224 -3.0456 -0.726
Sb 1.6154 1.0734 0.6540 1.428
C 0.1608 2.1339 1.7700 0.461
C -0.0302 1.9956 3.1451 -0.245
C -1.0993 2.5663 3.7974 -0.719
C -2.0637 3.3070 3.0765 -0.517
C -1.7860 3.6068 1.7570 -0.771
C -0.7432 2.9802 1.1200 -0.410
C 3.4637 1.1898 1.7263 0.468
C 4.4306 0.3279 1.2788 -0.625
C 5.7074 0.3566 1.8110 -0.674
C 5.9699 1.2092 2.8859 -0.340
C 4.9843 2.0131 3.4090 -0.802
C 3.7156 1.9903 2.8197 -0.104
H 1.3655 5.0171 -3.7992 0.393
H 2.6470 5.6209 -1.6826 0.412
H 2.9963 3.9806 0.0072 0.438
H 0.5610 1.1829 -2.1691 -0.217
H 0.3117 2.8877 -3.9780 0.387
H 0.7226 1.3644 3.6568 0.282
H -1.2329 2.3496 4.8429 0.456
H -2.9785 3.6976 3.5219 0.394
H -2.4769 4.1546 1.1853 0.452
H -0.5054 3.1980 0.1098 0.375
H 4.1839 -0.3311 0.4133 0.307
H 6.4632 -0.3495 1.4449 0.375
H 6.9652 1.0883 3.3648 0.333
H 5.2466 2.7013 4.2041 0.404
H 2.9781 2.6116 3.2406 0.521
N -0.6575 -0.8171 -1.5159 0.274
S -1.7051 -1.8689 -2.1279 0.258
C -0.8717 -3.3003 -2.6597 0.397
C 0.3481 -3.1669 -3.3110 -0.243
C 0.9532 -4.2826 -3.9083 -0.825
C 0.3583 -5.5199 -3.8099 -0.434
C -0.7918 -5.6941 -3.0838 -0.794
C -1.3848 -4.5765 -2.5063 0.012
C -2.1961 -1.1207 -3.6533 0.570
C -2.4993 -1.7969 -4.8457 -0.484
C -2.9416 -1.0772 -5.9787 -0.741
C -3.1305 0.2722 -5.8966 -0.449
C -2.8942 0.9456 -4.6906 -0.546
C -2.4831 0.2689 -3.5655 -0.332
H 0.1381 -0.7835 -2.0975 0.378
H 0.8753 -2.1961 -3.3943 0.165
H 1.8766 -4.0996 -4.4411 0.409
H 0.7427 -6.3209 -4.3483 0.481
H -1.2197 -6.6523 -2.9100 0.462
H -2.3586 -4.7109 -2.0414 0.384
H -2.3800 -2.8790 -4.8769 0.399
H -3.1439 -1.5673 -6.8805 0.466
H -3.5148 0.7300 -6.7740 0.416
H -3.0811 2.0405 -4.6228 0.382
H -2.2019 0.8896 -2.6551 0.261
```

Output
Total charge ... +1
Multiplicity ... 2
Molar mass ... 777.1 g mol⁻¹
Frontier orbital gap (spin up / spin down) ... 7.615 / 6.656 eV